Computed, not measured: 10 unconnected molecules or ions with the total composition C38H102N6O17, with wB97M-V/def2-TZVPD.

## Properties
- F_max (eV/Å) = 3.590
- frontier orbital gap (hartree) = 0.3310
- LUMO energy (eV) = 0.55
- SMILES string = COCCNCCOC.COCCNCCOC.COCCNCCOC.COCCNCCOC.COCCNCCOC.COCCNCCOC.OCCO.O.O.O
- HOMO (Eh) = -0.3108

Last column: Löwdin charge in e.
Cartesian coordinates (Å):
C (-4.64, 2.32, -5.22)  -0.069
O (-4.64, 3.29, -4.14)  -0.190
C (-3.47, 4.03, -4.05)  -0.272
C (-3.51, 4.74, -2.73)  -0.202
N (-3.38, 3.76, -1.64)  -0.043
C (-3.16, 4.31, -0.33)  -0.208
C (-2.82, 3.26, 0.73)  -0.265
O (-2.79, 3.82, 1.99)  -0.166
C (-2.68, 2.79, 2.97)  -0.093
H (-3.72, 1.70, -5.14)  0.082
H (-4.72, 2.83, -6.22)  0.103
H (-5.49, 1.72, -5.13)  0.063
H (-3.42, 4.76, -4.87)  0.131
H (-2.60, 3.38, -4.10)  0.093
H (-4.35, 5.49, -2.65)  0.146
H (-2.62, 5.27, -2.82)  0.085
H (-4.29, 3.29, -1.73)  0.118
H (-4.08, 4.82, 0.09)  0.135
H (-2.40, 5.07, -0.37)  0.109
H (-1.83, 2.79, 0.46)  0.117
H (-3.52, 2.40, 0.74)  0.117
H (-1.82, 2.16, 2.72)  0.059
H (-3.57, 2.18, 2.96)  0.077
H (-2.49, 3.23, 3.93)  0.085
C (1.08, 3.60, 0.77)  -0.076
O (1.81, 4.03, -0.39)  -0.226
C (1.07, 4.34, -1.59)  -0.211
C (1.93, 5.02, -2.66)  -0.181
N (2.82, 4.15, -3.51)  -0.039
C (2.13, 2.91, -3.96)  -0.242
C (3.08, 2.16, -4.85)  -0.233
O (4.31, 1.95, -4.20)  -0.196
C (4.12, 1.11, -3.05)  -0.092
H (0.43, 4.40, 1.10)  0.087
H (1.85, 3.42, 1.50)  0.078
H (0.50, 2.67, 0.54)  0.067
H (0.27, 5.09, -1.37)  0.119
H (0.56, 3.40, -1.89)  0.106
H (2.49, 5.92, -2.33)  0.128
H (1.14, 5.33, -3.39)  0.113
H (3.65, 3.82, -2.99)  0.106
H (1.23, 3.16, -4.59)  0.136
H (1.73, 2.32, -3.16)  0.071
H (3.27, 2.75, -5.77)  0.135
H (2.60, 1.15, -5.05)  0.122
H (3.73, 1.61, -2.19)  0.049
H (5.10, 0.90, -2.64)  0.098
H (3.50, 0.30, -3.27)  0.059
C (5.10, -3.94, 0.42)  -0.128
O (5.41, -2.84, 1.17)  -0.200
C (5.92, -1.76, 0.48)  -0.244
C (6.23, -0.61, 1.44)  -0.189
N (4.97, -0.20, 2.07)  -0.070
C (5.32, 0.36, 3.39)  -0.184
C (4.16, 1.03, 4.13)  -0.255
O (3.29, 0.06, 4.59)  -0.171
C (2.09, 0.67, 5.03)  -0.101
H (5.95, -4.29, -0.19)  0.093
H (4.20, -3.64, -0.28)  0.120
H (4.79, -4.68, 1.12)  0.081
H (5.20, -1.39, -0.28)  0.126
H (6.73, -2.08, -0.15)  0.117
H (6.56, 0.21, 0.77)  0.128
H (7.00, -0.88, 2.18)  0.127
H (4.35, -1.02, 2.13)  0.115
H (5.97, 1.20, 3.16)  0.124
H (5.80, -0.34, 4.08)  0.126
H (3.60, 1.71, 3.45)  0.116
H (4.59, 1.71, 4.90)  0.131
H (2.21, 1.32, 5.90)  0.087
H (1.31, -0.05, 5.35)  0.086
H (1.67, 1.23, 4.18)  0.082
C (-1.84, 1.04, -2.85)  -0.126
O (-1.53, -0.27, -3.20)  -0.180
C (-0.30, -0.29, -3.88)  -0.248
C (0.18, -1.65, -4.23)  -0.200
N (1.39, -1.58, -5.02)  -0.065
C (2.37, -2.61, -4.89)  -0.212
C (3.61, -2.32, -5.75)  -0.216
O (4.21, -1.22, -5.09)  -0.199
C (5.26, -0.70, -5.87)  -0.094
H (-2.13, 1.69, -3.68)  0.049
H (-1.06, 1.53, -2.21)  0.095
H (-2.74, 1.05, -2.23)  0.078
H (0.47, 0.22, -3.29)  0.114
H (-0.40, 0.35, -4.78)  0.135
H (-0.57, -2.23, -4.80)  0.135
H (0.42, -2.22, -3.33)  0.106
H (1.29, -1.31, -5.96)  0.110
H (1.96, -3.61, -5.20)  0.125
H (2.66, -2.73, -3.88)  0.102
H (3.42, -2.19, -6.76)  0.095
H (4.26, -3.23, -5.75)  0.135
H (6.08, -1.38, -5.92)  0.078
H (5.56, 0.22, -5.36)  0.087
H (4.93, -0.51, -6.88)  0.084
C (-0.52, -6.00, 2.30)  -0.086
O (-1.59, -5.47, 1.51)  -0.207
C (-1.17, -4.85, 0.31)  -0.239
C (-2.35, -4.16, -0.37)  -0.176
N (-2.68, -2.87, 0.26)  -0.050
C (-3.62, -2.16, -0.62)  -0.192
C (-4.25, -1.00, 0.10)  -0.244
O (-5.11, -1.41, 1.15)  -0.183
C (-5.65, -0.26, 1.83)  -0.085
H (-0.96, -6.39, 3.22)  0.084
H (0.19, -5.25, 2.62)  0.051
H (0.11, -6.81, 1.81)  0.102
H (-0.83, -5.60, -0.42)  0.123
H (-0.30, -4.18, 0.54)  0.112
H (-3.12, -4.98, -0.30)  0.145
H (-2.02, -3.92, -1.39)  0.124
H (-3.17, -3.15, 1.10)  0.079
H (-4.41, -2.83, -0.98)  0.127
H (-3.11, -1.84, -1.53)  0.113
H (-4.80, -0.37, -0.62)  0.125
H (-3.37, -0.39, 0.47)  0.131
H (-6.39, -0.63, 2.54)  0.089
H (-6.17, 0.45, 1.18)  0.089
H (-4.84, 0.23, 2.36)  0.067
C (-3.77, 1.90, 6.85)  -0.077
O (-3.37, 0.78, 6.06)  -0.188
C (-2.01, 0.72, 5.70)  -0.274
C (-1.83, -0.14, 4.56)  -0.218
N (-2.53, -1.46, 4.77)  -0.004
C (-2.45, -2.28, 3.48)  -0.182
C (-3.32, -3.49, 3.62)  -0.219
O (-4.69, -3.07, 3.77)  -0.218
C (-5.60, -4.14, 3.96)  -0.104
H (-3.17, 2.74, 6.51)  0.071
H (-3.47, 1.78, 7.89)  0.080
H (-4.85, 2.02, 6.79)  0.093
H (-1.42, 0.31, 6.58)  0.147
H (-1.54, 1.67, 5.54)  0.104
H (-0.77, -0.33, 4.44)  0.099
H (-2.19, 0.36, 3.63)  0.099
H (-3.52, -1.34, 5.02)  0.098
H (-1.41, -2.52, 3.44)  0.092
H (-2.62, -1.67, 2.57)  0.099
H (-2.96, -4.05, 4.49)  0.129
H (-3.30, -4.21, 2.72)  0.123
H (-6.60, -3.74, 3.93)  0.075
H (-5.36, -4.67, 4.93)  0.100
H (-5.47, -4.91, 3.14)  0.097
O (-0.18, -1.87, 0.95)  -0.143
C (0.40, -1.75, -0.36)  -0.211
C (1.78, -1.16, -0.31)  -0.224
O (1.69, 0.22, -0.08)  -0.095
H (-1.15, -2.09, 0.80)  0.060
H (0.31, -2.67, -0.94)  0.103
H (-0.31, -1.07, -0.92)  0.132
H (2.33, -1.43, -1.22)  0.112
H (2.39, -1.57, 0.53)  0.121
H (2.59, 0.62, -0.11)  0.070
O (3.99, 1.80, 0.26)  -0.079
H (4.28, 1.28, 1.04)  0.013
H (3.57, 2.68, 0.40)  0.045
O (1.18, -3.08, 3.05)  -0.048
H (2.04, -2.76, 3.27)  0.014
H (0.88, -2.47, 2.36)  -0.008
O (-0.04, 1.11, 1.79)  -0.067
H (-0.40, 0.31, 2.11)  -0.022
H (0.67, 0.77, 1.21)  0.006